# C2H10N2O

A 2-piece molecular cluster, C2H10N2O overall (ωB97M-V/def2-TZVPD, the Open Molecules 2025 dataset).

* calculated total energy: -266.87534 Ha
* gap between HOMO and LUMO: 9.18 eV
* highest occupied orbital energy: -8.53 eV
* molecular weight: 78.12 Da
* largest force on an atom: 3.9 eV/A
* LUMO level: 0.651 eV

```
! wB97M-V def2-TZVPD RIJCOSX def2/J DEFGRID3
* xyz 0 1
C -1.683 -0.818 -0.556
N -1.249 0.304 0.266
C 0.008 0.898 0.058
N -0.282 2.446 -0.064
H -1.072 -1.621 -0.317
H -2.746 -1.041 -0.477
H -1.646 -0.380 -1.522
H -1.427 0.137 1.296
H 0.574 0.583 -0.872
H 0.458 0.734 1.004
H -1.284 2.397 -0.149
H -0.350 2.704 1.022
H 3.815 -1.673 0.698
H 3.207 -2.200 -0.611
O 3.676 -2.470 0.224
*
```

These are the Löwdin partial charges, in e, on atoms 1 to 6: number 1, C, carries -0.11; number 2, N, carries -0.19; number 3, C, carries -0.31; number 4, N, carries -0.04; number 5, H, carries 0.05; number 6, H, carries 0.08